(P)
# C5H11N2

A gas-phase ion, C5H11N2 (charge +1) (the ωB97M-V functional and the def2-TZVPD basis, OMol25).

Results
Spin multiplicity: 1
LUMO energy (eV): -3.4500
HOMO level (eV): -14.7
Net charge: +1

Last column: Löwdin charge in e.
Geometry (Å):
C  -0.866  -1.668  0.056  -0.004
C  -0.472  -0.219  0.081  -0.373
C  1.042  0.117  0.045  -0.245
N  1.488  1.354  0.250  0.218
N  1.901  -0.867  -0.278  0.204
C  -1.202  0.822  -0.771  -0.062
C  -1.292  0.946  0.728  -0.032
H  -0.697  -1.840  -0.935  0.063
H  -1.892  -1.689  0.458  0.118
H  -0.220  -2.284  0.724  0.111
H  0.799  2.089  0.257  0.112
H  2.408  1.568  -0.071  0.136
H  1.647  -1.837  -0.242  0.110
H  2.900  -0.814  0.043  0.166
H  -1.831  0.126  -1.381  0.138
H  -0.697  1.647  -1.291  0.122
H  -0.826  1.865  1.012  0.088
H  -2.190  0.683  1.314  0.132

(Q)
# C5H11N2

A gas-phase ion, C5H11N2 (charge +1) (the ωB97M-V functional and the def2-TZVPD basis, OMol25).

Results
Spin multiplicity: 1
LUMO energy (eV): -3.3361
HOMO level (eV): -12.9
Net charge: +1

Last column: Löwdin charge in e.
Geometry (Å):
C  -3.153  -0.151  -0.315  0.009
N  -2.055  0.463  -0.199  -0.007
C  -0.980  -0.060  0.533  -0.197
C  -0.055  -0.888  0.028  -0.119
C  1.348  -0.955  0.559  -0.179
C  2.276  -0.052  -0.259  -0.132
N  1.685  1.331  -0.359  0.191
H  -3.340  -1.108  0.176  0.096
H  -3.942  0.280  -0.921  0.083
H  -0.896  0.318  1.551  0.132
H  -0.310  -1.520  -0.818  0.124
H  1.754  -1.964  0.486  0.126
H  1.372  -0.678  1.616  0.125
H  3.256  0.031  0.209  0.133
H  2.435  -0.422  -1.269  0.135
H  1.945  1.830  -1.209  0.174
H  1.917  1.920  0.441  0.175
H  0.658  1.189  -0.367  0.129

Of the structures shown above, (P) is the most stable.